Density functional theory data (ωB97M-V/def2-TZVPD) for the molecule C21H27N3O4S.

Summary:
- energy relative to the best compared isomer or geometry (same formula, charge and spin) (kcal/mol) = 23.3
- lowest unoccupied orbital energy (eV) = 0.617
- structure (SMILES) = COc1ccc(-c2nc(CSCC(=O)NCCCN3CCCC3=O)c(C)o2)cc1
- total energy (eV) = -45712.2542
- orbital gap (eV) = 8.56

Atoms and positions in Å:
C -2.061 1.190 -6.354
H -2.737 0.566 -5.759
O -1.863 2.450 -5.758
C -1.300 2.508 -4.524
C -0.892 1.405 -3.777
C -0.330 1.586 -2.530
C -0.163 2.862 -1.998
C -0.572 3.967 -2.750
C -1.132 3.791 -3.993
H -1.452 4.633 -4.585
H -0.446 4.960 -2.346
C 0.423 3.031 -0.690
N 0.806 2.086 0.122
C 1.296 2.726 1.228
C 1.175 4.077 1.038
O 0.626 4.268 -0.186
C 1.519 5.248 1.881
H 1.095 6.146 1.441
H 2.600 5.369 1.952
H 1.121 5.116 2.885
C 1.796 1.999 2.414
H 2.389 2.655 3.049
H 2.372 1.124 2.122
S 0.365 1.382 3.413
C 0.861 -0.339 3.681
C 1.149 -1.146 2.427
O 1.892 -2.109 2.471
N 0.518 -0.739 1.318
C 0.632 -1.444 0.069
C -0.733 -1.883 -0.470
H -1.293 -1.011 -0.812
H -0.568 -2.534 -1.332
C -1.585 -2.602 0.585
N -0.855 -3.571 1.354
C -0.736 -3.498 2.697
O -1.209 -2.621 3.391
C 0.050 -4.708 3.162
H -0.646 -5.422 3.607
C 0.685 -5.239 1.878
H 1.655 -4.761 1.741
H 0.816 -6.319 1.879
C -0.280 -4.768 0.786
H -1.067 -5.511 0.593
H 0.227 -4.552 -0.157
H 0.781 -4.419 3.913
H -1.964 -1.878 1.312
H -2.440 -3.083 0.092
H 1.266 -2.311 0.266
H 1.130 -0.804 -0.669
H -0.013 0.121 1.328
H 0.011 -0.814 4.178
H 1.725 -0.374 4.347
H -0.007 0.738 -1.948
H -1.007 0.403 -4.160
H -2.517 1.392 -7.322
H -1.114 0.662 -6.503